# 1
A 3-piece molecular cluster, C24H44N5O3 overall at a distorted geometry. Source: the Open Molecules 2025 dataset; level of theory: ωB97M-V with the def2-TZVPD basis set.

Values from the calculation:
**Max |F|**: 0.030 Eh/bohr
**Kohn-Sham gap**: 9.50 eV
**Total charge**: +1

```
76
C24H44N5O3, DFT ωB97M-V with the def2-TZVPD basis set
C -3.21106 -1.56511 6.66701
C -2.63525 -0.25074 6.08941
C -3.44438 0.20160 4.90637
O -4.61842 0.30890 4.89836
O -2.68902 0.50228 3.79146
C -3.17319 -0.08881 2.60505
C -2.82730 -1.58875 2.52505
N -2.57768 -1.95617 1.12006
C -3.64208 -1.72352 0.18611
C -4.87466 -2.32696 0.35277
C -5.90345 -2.04825 -0.53590
C -5.62620 -1.16262 -1.57039
C -4.34446 -0.62746 -1.65403
N -3.35987 -0.87550 -0.79431
C -1.41810 -2.42120 0.68892
N -1.14224 -2.77999 -0.58780
C 0.10889 -3.17005 -0.59175
N 0.65219 -3.09472 0.61790
O 1.88217 -3.38982 1.07650
N -0.32099 -2.61579 1.45295
H -4.14932 -1.80079 6.17932
H -2.53190 -2.37652 6.42429
H -3.34259 -1.49368 7.73678
H -2.65560 0.56113 6.81042
H -1.61432 -0.38950 5.75243
H -2.72567 0.43224 1.76446
H -4.24966 0.02641 2.49886
H -1.98059 -1.83340 3.15424
H -3.69648 -2.16221 2.83023
H -5.04262 -2.99805 1.18326
H -6.87161 -2.50703 -0.42790
H -6.38028 -0.89581 -2.28995
H -4.11636 0.04239 -2.47129
H 0.66647 -3.50668 -1.44855
H 2.50538 -2.77287 0.65792
H -0.09926 -2.46141 2.42322
C -2.17113 4.91910 -4.35707
C -1.25652 4.60343 -3.17683
C -0.10033 3.67103 -3.53609
C -0.52043 2.28316 -4.02258
C -1.39067 1.49625 -3.04422
C -0.69938 1.19469 -1.71811
H -2.65365 4.02201 -4.74816
H -2.95958 5.61090 -4.05907
H -1.60991 5.38445 -5.16923
H -1.84668 4.17774 -2.35990
H -0.83932 5.53798 -2.79447
H 0.55701 3.57148 -2.66739
H 0.50487 4.14119 -4.31655
H 0.38213 1.70300 -4.23984
H -1.05285 2.37476 -4.97270
H -1.67165 0.54976 -3.51654
H -2.32479 2.03325 -2.85415
H 0.21661 0.61964 -1.88277
H -1.35869 0.60879 -1.07650
H -0.43738 2.10888 -1.18261
C 8.45881 -0.40265 -0.07624
C 7.35738 0.56977 -0.48938
C 6.16695 0.58324 0.46875
C 5.42289 -0.74735 0.58452
C 4.88224 -1.29506 -0.73622
C 3.84651 -0.38410 -1.39405
H 8.10729 -1.43570 -0.06505
H 9.29694 -0.35142 -0.77107
H 8.83649 -0.16118 0.91892
H 7.02480 0.33651 -1.50490
H 7.77425 1.57811 -0.53175
H 5.47046 1.36727 0.15870
H 6.51557 0.87001 1.46476
H 4.58981 -0.61823 1.28687
H 6.08000 -1.49620 1.03407
H 4.42028 -2.27433 -0.54396
H 5.70043 -1.48314 -1.43328
H 2.99204 -0.21585 -0.72990
H 3.47025 -0.82916 -2.31704
H 4.26846 0.58644 -1.65045
```

---

# 2
A 2-piece molecular cluster, C5H10O overall at a distorted geometry. Source: the Open Molecules 2025 dataset; level of theory: ωB97M-V with the def2-TZVPD basis set.

Values from the calculation:
**Max |F|**: 0.041 Eh/bohr
**Kohn-Sham gap**: 10.41 eV
**Energy above the lowest of the compared OMol25 structures with the same formula, charge and spin**: 40.8 kcal/mol
**Total charge**: 0
**SMILES**: C=CC.CC=O

```
16
C5H10O, DFT ωB97M-V with the def2-TZVPD basis set
C 1.82174 1.63000 0.72516
C 1.42240 0.69318 1.61025
C -0.03760 0.74401 2.10631
H 2.83883 1.73810 0.33084
H 1.13427 2.41249 0.50614
H 2.00794 -0.20485 1.80166
H -0.06929 1.40005 2.98444
H -0.47683 -0.15338 2.49461
H -0.74298 1.17529 1.40357
C -1.56988 -1.14798 -2.45224
C -0.59884 -1.53255 -1.40401
O -0.86565 -1.88457 -0.27403
H -1.28678 -0.16219 -2.85462
H -1.44432 -1.91364 -3.30088
H -2.56576 -1.09046 -1.97906
H 0.43273 -1.70349 -1.69814
```

---

# 3
A 13-piece molecular cluster, C5H37NO12 overall at a distorted geometry. Source: the Open Molecules 2025 dataset; level of theory: ωB97M-V with the def2-TZVPD basis set.

Values from the calculation:
**Max |F|**: 0.075 Eh/bohr
**Kohn-Sham gap**: 9.57 eV
**Energy above the lowest of the compared OMol25 structures with the same formula, charge and spin**: 54.9 kcal/mol
**Total charge**: 0

```
55
C5H37NO12, DFT ωB97M-V with the def2-TZVPD basis set
C -4.03402 -0.83540 1.02360
C -2.63253 -1.42135 1.16828
C -2.31620 -2.61416 0.21525
C -1.52289 -3.85985 0.80718
C -1.66709 -2.04609 -1.07481
N -1.69186 -0.23735 1.10712
H -4.78740 -1.54336 1.34483
H -4.05531 0.15879 1.56328
H -4.19413 -0.59839 0.00342
H -2.44597 -1.81651 2.18172
H -3.34731 -2.83155 -0.16596
H -2.04506 -4.21767 1.70318
H -0.60979 -3.37487 1.06826
H -1.70492 -4.67595 0.06684
H -1.27731 -2.95890 -1.57697
H -2.37315 -1.56703 -1.68205
H -0.93821 -1.28618 -1.01110
H -2.06416 0.63986 0.72597
H -1.50816 -0.02260 2.07921
H 1.11523 1.15800 -1.29988
H -0.12988 0.47876 -0.74504
O 0.81039 0.39509 -0.83508
H -2.53146 0.89192 -1.85295
H -4.03122 0.08047 -1.83162
O -3.46080 0.85544 -1.68504
H 0.82193 -1.40198 -0.58793
H 0.51716 -2.90565 -0.18025
O 1.12566 -2.30953 -0.60476
H 2.87496 2.22870 0.33718
H 4.34357 1.80407 -0.02028
O 3.57654 1.60542 0.54676
H 2.71909 -0.52031 -2.56087
H 1.30443 -1.10246 -2.36959
O 1.89207 -0.78951 -3.03657
H 0.79093 0.05219 2.28903
H 1.69483 -0.34346 1.11638
O 1.53812 -0.52826 2.03646
H 3.54528 -0.16933 -0.64716
H 4.44763 -1.09698 -1.46105
O 3.96401 -0.26307 -1.52305
H 0.54854 2.80199 -3.34410
H 1.49928 1.52414 -3.32446
O 1.40981 2.46615 -3.13623
H 2.17357 -1.28014 4.19708
H 2.47791 -2.41331 3.46802
O 2.01839 -2.26473 4.32154
H 1.64536 3.73110 -1.14135
H 0.59822 2.87322 -0.40196
O 1.06011 3.73231 -0.33681
H -1.00311 3.37991 3.14608
H 0.48466 3.53165 2.85661
O -0.23118 2.91368 2.86218
H -1.57248 3.86053 -0.95401
H -2.75708 2.85048 -1.21634
O -1.80564 2.94584 -1.16087
```

---

# 4
One molecule with the formula C4H3F2NO at a distorted geometry. Source: the Open Molecules 2025 dataset; level of theory: ωB97M-V with the def2-TZVPD basis set.

Values from the calculation:
**Max |F|**: 0.077 Eh/bohr
**Kohn-Sham gap**: 10.70 eV
**Energy above the lowest of the compared OMol25 structures with the same formula, charge and spin**: 33.8 kcal/mol
**Total charge**: 0
**SMILES**: FCc1cnoc1F

```
11
C4H3F2NO, DFT ωB97M-V with the def2-TZVPD basis set
F -2.32344 -0.21829 -0.23988
C -1.35081 0.72407 0.08898
C -0.01736 0.02089 0.00618
C 0.27348 -1.34963 -0.11077
N 1.61331 -1.62546 -0.06299
O 2.19541 -0.30182 -0.05997
C 1.21495 0.57437 -0.08452
F 1.55120 1.87877 -0.15127
H -1.31301 1.66872 -0.60193
H -1.51254 0.92269 1.22264
H -0.33121 -2.29431 -0.00647
```

---

The following total energy values (in Eh) correspond, in order, to the records above: -1440.0782, -271.6877, -1170.2629, -483.8614.